(1)
Entry from OMol25: 3 unconnected molecules or ions with the total composition C2H10N3 (wB97M-V/def2-TZVPD).

XYZ file:
```
15
Properties=species:S:1:pos:R:3
C 2.070 -0.456 -0.350
C 1.762 -1.195 0.684
N -2.180 -0.115 -0.296
N -1.866 -1.196 0.048
N -0.326 1.670 0.058
H 3.085 -0.195 -0.677
H 0.702 -1.483 0.985
H 1.179 -0.091 -1.001
H 2.508 -1.816 1.196
H -3.119 0.004 -0.657
H -1.191 0.998 -0.033
H -2.519 -2.065 -0.115
H 0.616 1.238 -0.315
H -0.522 2.534 -0.490
H -0.199 2.168 0.963
```

Computed properties:
**E_LUMO**: -0.1446 Eh
**Charge**: +1
**Energy above the lowest of the compared OMol25 structures with the same formula, charge and spin**: 97.7 kcal per mole

Results of the Löwdin charge analysis, in e, for atoms 1 through 8: atom 1 (C): -0.1100, atom 2 (C): -0.0748, atom 3 (N): -0.0168, atom 4 (N): 0.0672, atom 5 (N): 0.1968, atom 6 (H): 0.0720, atom 7 (H): 0.0584, atom 8 (H): 0.0578

(2)
Entry from OMol25: 5 unconnected molecules or ions with the total composition CH13NO4 (wB97M-V/def2-TZVPD).

XYZ file:
```
19
Properties=species:S:1:pos:R:3
C -1.914 -0.135 1.436
N -2.743 -1.204 1.025
H -0.898 -0.527 1.455
H -2.100 0.106 2.376
H -1.862 0.822 1.062
H -2.962 -1.879 1.729
H -3.701 -0.988 0.681
O -0.740 -1.475 -0.959
H -1.603 -1.634 -0.575
H -0.878 -1.425 -1.858
O 2.417 -2.234 -2.405
H 2.098 -1.890 -3.249
H 2.030 -1.701 -1.745
O 3.479 4.321 -0.352
H 3.196 3.431 -0.458
H 4.459 4.338 -0.314
O 0.529 1.002 0.525
H 0.324 0.129 0.245
H 0.868 0.942 1.381
```

Computed properties:
**E_LUMO**: 0.0239 Eh
**Charge**: 0
**Energy above the lowest of the compared OMol25 structures with the same formula, charge and spin**: 43.7 kcal per mole
**Structure (SMILES)**: CN.O.O.O.O

Results of the Löwdin charge analysis, in e, for atoms 1 through 8: atom 1 (C): -0.1922, atom 2 (N): -0.0607, atom 3 (H): 0.0681, atom 4 (H): 0.0311, atom 5 (H): 0.0684, atom 6 (H): 0.0711, atom 7 (H): 0.0984, atom 8 (O): -0.0240

(3)
Entry from OMol25: a gas-phase ion, C4H10N3O2 (charge +1) (wB97M-V/def2-TZVPD).

XYZ file:
```
19
Properties=species:S:1:pos:R:3
C 0.140 2.737 0.035
N -0.494 1.416 0.155
C 0.203 0.290 0.165
O 1.499 0.415 0.192
N 2.213 -0.532 -0.713
O 3.309 -0.690 -0.438
N -0.381 -0.889 0.039
C -1.786 -0.984 -0.309
C 0.397 -2.078 0.385
H -0.323 3.369 0.758
H 1.316 2.738 0.079
H 0.041 3.039 -1.061
H -1.531 1.497 0.194
H -2.013 -1.447 -1.315
H -2.068 -1.701 0.416
H -2.348 -0.082 0.021
H 0.469 -2.693 -0.460
H 1.393 -1.801 0.662
H -0.037 -2.602 1.194
```

Computed properties:
**E_LUMO**: -0.1798 Eh
**Charge**: +1
**Energy above the lowest of the compared OMol25 structures with the same formula, charge and spin**: 91.5 kcal per mole
**Structure (SMILES)**: CNC(ON=O)=[N+](C)C

Results of the Löwdin charge analysis, in e, for atoms 1 through 8: atom 1 (C): -0.0268, atom 2 (N): 0.0636, atom 3 (C): -0.3880, atom 4 (O): 0.0389, atom 5 (N): 0.0642, atom 6 (O): 0.2134, atom 7 (N): -0.0944, atom 8 (C): 0.0169

(4)
Entry from OMol25: 2 unconnected molecules or ions with the total composition C4H14N2OS (wB97M-V/def2-TZVPD).

XYZ file:
```
22
Properties=species:S:1:pos:R:3
C 1.247 1.995 1.141
C 0.437 1.090 0.212
C -0.776 1.831 -0.340
S -0.288 3.316 -1.291
N -0.030 -0.136 0.833
C 0.864 -1.247 1.054
N 0.368 -2.547 0.624
H 2.056 1.431 1.609
H 1.653 2.853 0.619
H 0.611 2.354 1.948
H 1.088 0.826 -0.633
H -1.417 1.164 -0.901
H -1.342 2.208 0.511
H -1.476 3.522 -1.854
H -0.698 0.035 1.567
H 1.831 -1.107 0.575
H 1.058 -1.351 2.134
H -0.580 -2.716 0.925
H 0.354 -2.633 -0.387
O -1.945 -3.374 -2.746
H -0.993 -3.200 -2.667
H -2.022 -4.314 -2.931
```

Computed properties:
**E_LUMO**: 0.0263 Eh
**Charge**: 0
**Energy above the lowest of the compared OMol25 structures with the same formula, charge and spin**: 8.8 kcal per mole
**Structure (SMILES)**: C[C@H](CS)NCN.O

Results of the Löwdin charge analysis, in e, for atoms 1 through 8: atom 1 (C): -0.0793, atom 2 (C): -0.5046, atom 3 (C): -0.5239, atom 4 (S): 0.7021, atom 5 (N): -0.0427, atom 6 (C): -0.3213, atom 7 (N): -0.0005, atom 8 (H): 0.0759

(5)
Entry from OMol25: a molecular structure, C34H45AsBr2HfN2O (wB97M-V/def2-TZVPD).

XYZ file:
```
86
Properties=species:S:1:pos:R:3
Hf -0.560 -0.183 -0.504
C -0.762 -3.479 -1.491
C -2.078 -2.987 -0.974
C -3.167 -3.835 -0.928
C -4.357 -3.359 -0.463
C -4.500 -2.025 -0.086
C -5.666 -1.394 0.512
Br -7.110 -2.453 1.057
C -5.662 -0.099 0.776
C -4.499 0.650 0.575
Br -4.609 2.465 0.906
C -3.367 0.113 0.123
O -2.207 0.742 -0.112
C -3.399 -1.249 -0.248
N -2.179 -1.742 -0.627
H -0.805 -4.347 -2.271
H -0.089 -3.693 -0.677
H -0.380 -2.614 -2.068
H -3.082 -4.849 -1.202
H -5.303 -3.921 -0.506
H -6.534 0.386 1.194
C -0.808 -0.956 -4.677
C -0.731 0.522 -4.621
As 0.059 1.184 -3.018
C -0.354 3.065 -2.952
C -0.459 3.766 -4.229
C 2.007 1.081 -3.336
C 2.622 2.124 -4.240
H -1.266 -1.154 -5.668
H -1.339 -1.415 -3.835
H 0.134 -1.451 -4.669
H -1.710 0.901 -4.801
H -0.160 1.008 -5.419
H 0.394 3.405 -2.212
H -1.307 3.035 -2.381
H 0.396 3.635 -4.959
H -0.542 4.826 -3.989
H -1.329 3.478 -4.876
H 2.175 0.006 -3.654
H 2.418 1.178 -2.345
H 2.434 1.827 -5.183
H 3.735 2.039 -4.033
H 2.314 3.148 -3.992
C 3.695 -2.098 -1.923
C 3.423 -0.990 -0.985
C 4.184 0.121 -0.829
C 3.811 1.251 -0.023
C 4.577 2.529 -0.185
C 2.612 1.200 0.654
C 1.752 0.059 0.536
C 2.211 -0.982 -0.258
N 0.480 -0.024 1.156
C 0.305 -0.025 2.606
C -0.990 -0.809 2.886
C -1.303 -0.795 4.410
C -1.440 0.697 4.843
C -0.104 1.469 4.613
C 1.096 0.826 5.312
C 1.160 -0.657 4.916
C -0.214 -1.400 5.325
C 1.363 -0.791 3.406
C 0.151 1.429 3.123
H 2.765 -2.494 -2.392
H 4.209 -2.879 -1.368
H 4.430 -1.751 -2.740
H 5.247 0.130 -1.243
H 5.554 2.401 0.323
H 3.950 3.366 0.114
H 4.762 2.759 -1.267
H 2.249 2.090 1.192
H 1.685 -1.922 -0.249
H -0.821 -1.786 2.456
H -1.832 -0.392 2.292
H -2.225 -1.338 4.583
H -1.724 0.747 5.900
H -2.184 1.197 4.266
H -0.067 2.520 4.933
H 1.007 0.968 6.379
H 2.072 1.333 5.024
H 2.029 -1.110 5.353
H -0.426 -1.345 6.388
H 0.000 -2.458 5.104
H 1.311 -1.830 3.015
H 2.357 -0.463 3.143
H 1.095 1.921 2.876
H -0.575 1.947 2.439
```

Computed properties:
**E_LUMO**: -0.2438 Eh
**Charge**: +2
**Energy above the lowest of the compared OMol25 structures with the same formula, charge and spin**: 4.6 kcal per mole

Results of the Löwdin charge analysis, in e, for atoms 1 through 8: atom 1 (Hf): 1.6639, atom 2 (C): -0.0056, atom 3 (C): -0.3287, atom 4 (C): 0.0285, atom 5 (C): 0.0466, atom 6 (C): -0.1609, atom 7 (C): -0.6037, atom 8 (Br): 0.8843

(6)
Entry from OMol25: 7 unconnected molecules or ions with the total composition C25H52F2N6O8 (wB97M-V/def2-TZVPD).

XYZ file:
```
93
Properties=species:S:1:pos:R:3
C -2.167 1.020 -0.338
C -1.740 1.437 -1.823
C -1.432 0.163 -2.788
F -2.268 -0.976 -2.494
C 0.116 -0.222 -2.763
C 0.825 -0.347 -1.306
C 2.213 -0.975 -1.881
F 3.231 -1.305 -0.940
C 1.502 -2.190 -2.686
O 1.693 -3.408 -2.623
O 0.539 -1.445 -3.460
H -1.505 0.185 0.078
H -3.272 0.688 -0.269
H -2.073 1.944 0.335
H -2.621 1.974 -2.311
H -0.777 2.071 -1.866
H -1.661 0.545 -3.855
H 0.625 0.724 -3.196
H 0.387 -1.281 -0.784
H 0.887 0.589 -0.668
H 2.527 -0.177 -2.654
C -3.747 1.641 4.981
N -2.988 1.147 3.851
C -3.186 -0.224 3.416
C -2.092 1.927 3.183
O -1.426 1.572 2.229
H -3.519 1.030 5.859
H -4.813 1.568 4.753
H -3.497 2.681 5.195
H -2.235 -0.760 3.477
H -3.523 -0.225 2.377
H -3.928 -0.720 4.043
H -2.017 2.948 3.592
C -5.533 -3.845 -1.381
N -5.503 -2.800 -0.379
C -6.406 -2.887 0.754
C -4.654 -1.738 -0.466
O -4.580 -0.829 0.342
H -6.534 -3.890 -1.820
H -5.300 -4.802 -0.907
H -4.805 -3.651 -2.171
H -7.047 -2.003 0.767
H -5.820 -2.910 1.676
H -7.020 -3.785 0.687
H -4.013 -1.768 -1.361
C 8.031 0.417 -0.210
N 6.618 0.739 -0.178
C 5.674 -0.281 0.238
C 6.149 1.967 -0.526
O 4.975 2.301 -0.521
H 8.191 -0.415 -0.900
H 8.353 0.126 0.793
H 8.622 1.272 -0.541
H 4.964 -0.461 -0.571
H 5.125 0.077 1.113
H 6.194 -1.207 0.485
H 6.946 2.666 -0.826
C 2.912 4.787 -0.493
N 1.479 4.706 -0.283
C 0.704 5.931 -0.250
C 0.836 3.516 -0.115
O -0.361 3.383 0.065
H 3.357 5.381 0.309
H 3.105 5.269 -1.455
H 3.365 3.794 -0.494
H 0.199 6.009 0.716
H -0.052 5.898 -1.039
H 1.351 6.796 -0.398
H 1.516 2.649 -0.157
C 13.060 -2.488 -0.119
N 11.896 -1.671 -0.395
C 10.615 -2.321 -0.600
C 11.965 -0.312 -0.467
O 11.026 0.429 -0.695
H 13.222 -3.173 -0.956
H 12.885 -3.063 0.794
H 13.949 -1.870 0.013
H 10.240 -2.066 -1.594
H 9.905 -1.956 0.146
H 10.717 -3.403 -0.513
H 12.980 0.079 -0.296
C -11.130 -1.848 -0.912
N -10.853 -1.771 0.508
C -11.639 -0.870 1.329
C -9.878 -2.518 1.098
O -9.596 -2.500 2.281
H -10.985 -0.861 -1.357
H -12.165 -2.165 -1.057
H -10.465 -2.562 -1.401
H -10.974 -0.148 1.808
H -12.148 -1.446 2.107
H -12.376 -0.344 0.721
H -9.341 -3.167 0.388
```

Computed properties:
**E_LUMO**: 0.0223 Eh
**Charge**: 0
**Structure (SMILES)**: CC[C@H](F)[C@H]1C[C@@H](F)C(=O)O1.CN(C)C=O.CN(C)C=O.CN(C)C=O.CN(C)C=O.CN(C)C=O.CN(C)C=O

Results of the Löwdin charge analysis, in e, for atoms 1 through 8: atom 1 (C): -0.1127, atom 2 (C): -0.1597, atom 3 (C): -0.2164, atom 4 (F): -0.0641, atom 5 (C): -0.2295, atom 6 (C): -0.0334, atom 7 (C): -0.1577, atom 8 (F): -0.0337

(7)
Entry from OMol25: a molecular structure, C47H41Cl3FN7O4P2SiTb (wB97M-V/def2-TZVPD).

XYZ file:
```
107
Properties=species:S:1:pos:R:3
Tb -0.578 -0.303 1.037
N -1.569 4.217 1.120
C -0.999 3.008 0.999
N -1.547 1.901 1.410
C -2.814 1.997 1.979
N -3.363 0.966 2.532
N -2.615 -0.162 2.432
C -3.051 -1.098 3.201
C -2.338 -2.347 3.262
C -2.798 -3.328 4.092
C -2.037 -4.487 4.255
C -0.848 -4.580 3.598
C -0.423 -3.519 2.795
N -1.137 -2.417 2.631
C -3.497 3.275 2.110
C -4.773 3.375 2.689
C -5.373 4.621 2.757
C -4.731 5.728 2.253
C -3.453 5.644 1.700
C -2.872 4.411 1.621
H -1.074 5.010 0.710
H -0.019 3.026 0.515
H -3.962 -0.940 3.758
H -3.734 -3.239 4.615
H -2.371 -5.283 4.933
H -0.231 -5.427 3.787
H 0.564 -3.619 2.335
H -5.250 2.482 3.014
H -6.345 4.713 3.256
H -5.191 6.729 2.297
H -2.960 6.531 1.276
C 2.272 1.199 -1.953
C 2.454 -0.189 -1.330
P 2.217 -1.554 -2.580
C 3.105 -2.920 -1.702
C 3.209 -4.146 -2.417
C 3.789 -5.273 -1.882
C 4.220 -5.292 -0.535
C 4.126 -4.134 0.171
C 3.618 -2.945 -0.403
C 3.440 -1.105 -3.846
C 4.765 -0.809 -3.574
C 5.652 -0.383 -4.566
C 5.116 -0.126 -5.847
C 3.776 -0.394 -6.153
C 2.977 -0.945 -5.149
C 1.019 1.276 -2.878
P -0.592 0.944 -2.021
C -1.683 0.205 -3.319
C -1.193 0.140 -4.622
C -1.897 -0.552 -5.602
C -3.084 -1.174 -5.307
C -3.647 -1.101 -4.021
C -2.932 -0.378 -3.059
C -1.326 2.651 -1.919
C -0.624 3.832 -2.095
C -1.283 5.047 -1.990
C -2.652 5.111 -1.726
C -3.352 3.924 -1.574
C -2.673 2.729 -1.608
H 3.147 1.444 -2.560
H 2.233 1.969 -1.149
H 1.767 -0.391 -0.519
H 3.458 -0.228 -0.924
H 2.740 -4.253 -3.423
H 3.850 -6.184 -2.471
H 4.563 -6.223 -0.060
H 4.471 -4.171 1.190
H 3.617 -2.066 0.257
H 5.199 -0.928 -2.594
H 6.685 -0.182 -4.344
H 5.739 0.246 -6.650
H 3.402 -0.327 -7.167
H 1.925 -1.146 -5.325
H 1.083 0.408 -3.553
H 0.968 2.248 -3.421
H -0.271 0.631 -4.862
H -1.469 -0.672 -6.585
H -3.582 -1.739 -6.096
H -4.606 -1.562 -3.822
H -3.377 -0.340 -2.061
H 0.411 3.773 -2.339
H -0.671 5.929 -2.211
H -3.222 6.031 -1.780
H -4.426 3.888 -1.436
H -3.292 1.850 -1.383
F 2.946 -1.866 7.730
C 2.147 -1.306 6.831
C 2.627 -0.877 5.663
N 1.884 -0.206 4.692
C 2.457 0.482 3.552
C 1.748 0.151 2.214
O 1.439 -1.031 1.922
O 1.454 1.123 1.450
C 0.515 -0.083 4.849
O -0.202 0.495 4.037
N -0.003 -0.659 6.024
C 0.734 -1.085 7.167
O 0.192 -1.226 8.211
H 3.671 -0.975 5.418
H 3.490 0.142 3.442
H 2.474 1.566 3.588
H -1.021 -0.516 6.166
Cl -2.543 -1.750 -0.065
Si -0.505 -2.851 -0.593
Cl -0.314 -4.812 0.146
Cl -0.961 -3.244 -2.622
```

Computed properties:
**E_LUMO (spin up / spin down)**: -0.1246 / -0.1234 Eh
**Charge**: +1
**<S²>**: 12.045
**2S+1**: 7

Results of the Löwdin charge analysis, in e, for atoms 1 through 8: atom 1 (Tb): 1.2702, atom 2 (N): 0.1536, atom 3 (C): -0.1473, atom 4 (N): 0.0090, atom 5 (C): -0.2625, atom 6 (N): 0.0849, atom 7 (N): -0.1405, atom 8 (C): -0.0723

(8)
Entry from OMol25: a molecular structure, C24H34MnN2O2 (wB97M-V/def2-TZVPD).

XYZ file:
```
63
Properties=species:S:1:pos:R:3
Mn 0.137 -0.174 -0.518
C 1.986 -0.797 0.659
C 1.743 -1.759 -0.343
C 1.844 -1.115 -1.608
C 2.204 0.247 -1.388
C 2.268 0.451 0.010
C 2.672 1.703 0.731
C 2.541 1.238 -2.461
C 1.881 -1.852 -2.909
C 1.536 -3.231 -0.151
C 2.116 -1.063 2.128
H 3.633 1.570 1.235
H 1.944 1.982 1.497
H 2.774 2.544 0.045
H 3.551 1.070 -2.845
H 2.495 2.263 -2.092
H 1.855 1.166 -3.307
H 2.713 -2.563 -2.907
H 2.029 -1.173 -3.745
H 0.966 -2.414 -3.100
H 2.433 -3.788 -0.440
H 0.713 -3.608 -0.760
H 1.321 -3.470 0.890
H 1.965 -0.163 2.717
H 3.115 -1.447 2.356
H 1.392 -1.801 2.474
C -0.438 3.530 2.641
C -0.738 2.100 2.276
N -0.316 1.061 2.883
O 0.496 1.266 3.973
C -1.648 1.868 1.141
C -2.929 2.632 1.037
N -1.317 1.017 0.245
O -2.246 0.851 -0.734
H 0.586 3.661 2.999
H -1.119 3.904 3.408
H -0.545 4.161 1.760
H 0.595 2.216 4.141
H -3.052 3.318 1.872
H -3.766 1.932 1.020
H -2.967 3.186 0.097
C -3.679 0.125 -3.008
C -2.140 0.176 -3.038
C -1.743 1.610 -3.429
C -1.598 -0.156 -1.641
C -1.607 -0.845 -4.044
C -0.448 -0.601 -4.783
C 0.014 -1.504 -5.728
C -0.656 -2.698 -5.943
C -1.795 -2.971 -5.203
C -2.267 -2.051 -4.275
H -4.059 0.886 -2.326
H -4.050 -0.837 -2.657
H -4.093 0.317 -4.001
H -2.287 2.322 -2.809
H -1.984 1.808 -4.476
H -0.679 1.792 -3.274
H -2.065 -1.112 -1.339
H 0.101 0.316 -4.628
H 0.910 -1.277 -6.293
H -0.296 -3.406 -6.679
H -2.333 -3.898 -5.355
H -3.168 -2.292 -3.729
```

Computed properties:
**E_LUMO (spin up / spin down)**: 0.0148 / 0.0139 Eh
**Charge**: 0
**Energy above the lowest of the compared OMol25 structures with the same formula, charge and spin**: 3.5 kcal per mole
**<S²>**: 3.803
**2S+1**: 4

Results of the Löwdin charge analysis, in e, for atoms 1 through 8: atom 1 (Mn): 0.7868, atom 2 (C): -0.2756, atom 3 (C): -0.2909, atom 4 (C): -0.2830, atom 5 (C): -0.2731, atom 6 (C): -0.2691, atom 7 (C): -0.0255, atom 8 (C): -0.0332

no.,largest force on an atom (eV Å⁻¹)
1,5.8
2,5.1
3,3.7
4,1.1
5,4.0
6,4.7
7,1.9
8,0.7